# 1
52
Properties=species:S:1:pos:R:3 method="wB97M-V/def2-TZVPD" fmax_ev_per_a=0.1 homo_ev=-10.62 e_lumo_ha=-0.08364 total_charge=+1
Tl -1.027 -1.087 -1.646
C -2.293 3.101 -4.590
N -2.747 3.172 -3.208
C -4.070 3.766 -3.002
C -2.272 2.216 -2.347
N -1.485 1.252 -2.661
N -2.685 2.427 -1.032
C -2.550 1.620 0.082
N -2.815 2.278 1.246
N -2.210 0.383 0.019
H -2.599 4.008 -5.101
H -2.714 2.244 -5.128
H -1.206 3.051 -4.625
H -4.240 4.495 -3.788
H -4.143 4.311 -2.061
H -4.868 3.020 -3.040
H -1.334 1.224 -3.661
H -3.004 3.361 -0.848
H -3.139 3.228 1.262
H -2.935 1.747 2.089
H -2.140 -0.018 0.948
C 1.512 -1.424 3.549
C 0.701 -0.774 2.428
C 0.766 0.755 2.509
P 1.029 -1.262 0.672
C 2.660 -0.537 0.178
C 3.842 -0.621 1.143
C 3.024 -1.084 -1.206
C 1.174 -3.109 0.614
C 2.419 -3.786 1.186
C -0.109 -3.705 1.203
H 1.219 -0.990 4.508
H 2.583 -1.267 3.429
H 1.335 -2.497 3.610
H -0.346 -1.069 2.571
H 1.794 1.113 2.433
H 0.373 1.098 3.468
H 0.189 1.228 1.708
H 2.418 0.524 0.050
H 4.092 -1.647 1.408
H 3.653 -0.071 2.064
H 4.723 -0.176 0.674
H 3.292 -2.142 -1.167
H 3.884 -0.543 -1.605
H 2.203 -0.975 -1.918
H 1.151 -3.315 -0.463
H 2.566 -3.553 2.241
H 3.323 -3.501 0.649
H 2.318 -4.871 1.099
H -0.148 -3.584 2.286
H -0.158 -4.774 0.990
H -1.006 -3.241 0.781

---

# 2
61
Properties=species:S:1:pos:R:3 method="wB97M-V/def2-TZVPD" fmax_ev_per_a=3.7 homo_ev=-9.53 e_lumo_ha=-0.11335 total_charge=+1
C 1.376 -2.041 0.857
C 1.920 -1.418 -0.323
C 0.963 -1.569 -1.389
C -0.141 -2.348 -0.879
C 0.108 -2.627 0.510
Pb -0.111 -0.133 0.394
C -2.015 1.564 -1.365
C -2.159 1.047 0.071
H -2.059 1.822 0.856
C -2.494 -0.244 0.457
H -2.714 -1.058 -0.261
H -2.663 -0.477 1.526
C -2.899 2.807 -1.396
H -2.480 3.616 -0.786
H -3.025 3.187 -2.411
H -3.898 2.580 -0.999
C -2.555 0.512 -2.331
H -1.919 -0.380 -2.341
H -3.571 0.216 -2.040
H -2.595 0.907 -3.348
C 3.253 -0.761 -0.433
H 3.503 -0.087 0.401
H 4.006 -1.561 -0.446
H 3.358 -0.187 -1.361
C 1.130 -1.073 -2.786
H 1.673 -0.118 -2.833
H 1.709 -1.821 -3.351
H 0.174 -0.925 -3.308
C -1.289 -2.881 -1.661
H -1.413 -2.386 -2.633
H -1.080 -3.943 -1.858
H -2.249 -2.834 -1.125
C -0.804 -3.365 1.434
H -1.845 -3.375 1.081
H -0.451 -4.405 1.456
H -0.809 -2.978 2.466
C 2.062 -2.149 2.179
H 1.359 -2.311 3.010
H 2.734 -3.022 2.157
H 2.689 -1.276 2.417
C 0.480 1.992 -0.834
C -0.560 1.945 -1.780
C 1.812 2.218 -1.189
C -0.257 2.368 -3.080
H 0.256 1.966 0.251
C 2.082 2.647 -2.477
H 2.571 2.172 -0.409
C 1.053 2.716 -3.419
H -1.051 2.437 -3.824
H 3.097 2.945 -2.733
H 1.271 3.056 -4.424
N 1.361 1.078 4.960
C -0.099 1.170 4.674
C -0.394 0.363 3.459
O -1.152 -0.596 3.445
O 0.437 0.864 2.581
H 1.680 0.109 5.138
H 1.603 1.587 5.829
H 1.968 1.471 4.217
H -0.631 0.764 5.512
H -0.303 2.226 4.496

---

# 3
37
Properties=species:S:1:pos:R:3 method="wB97M-V/def2-TZVPD" fmax_ev_per_a=4.8 relative_energy_kj_mol=89.73 homo_ev=-9.70 e_lumo_ha=0.03161 smiles=C[Si](C)(C)OCCCO[Si](C)(C)C
O -1.225 -1.204 1.065
O -0.878 1.302 -1.201
C -2.050 -1.246 -0.096
C -1.773 1.263 -0.132
C -2.730 0.118 -0.375
C 0.663 -2.051 2.931
C -0.219 -3.960 0.804
C 1.541 -1.722 -0.041
C 1.883 1.468 -2.239
C 0.046 3.865 -1.618
C 1.235 2.213 0.644
Si 0.109 -2.170 1.156
Si 0.526 2.127 -1.137
H -1.432 -1.540 -0.948
H -2.745 -2.078 0.081
H -2.133 2.266 -0.118
H -1.063 1.097 0.721
H -3.073 0.222 -1.383
H -3.590 0.113 0.336
H -0.237 -2.327 3.544
H 1.528 -2.625 3.213
H 0.813 -1.059 3.110
H -1.246 -4.230 1.224
H 0.560 -4.594 1.144
H -0.211 -3.999 -0.226
H 1.298 -0.813 -0.611
H 1.710 -2.479 -0.824
H 2.408 -1.478 0.565
H 1.607 1.635 -3.320
H 2.712 2.102 -1.921
H 2.211 0.420 -2.067
H -0.879 4.129 -1.261
H 0.005 4.020 -2.691
H 0.705 4.619 -1.148
H 2.059 2.783 0.709
H 1.406 1.143 0.904
H 0.459 2.669 1.207

---

# 4
27
Properties=species:S:1:pos:R:3 method="wB97M-V/def2-TZVPD" fmax_ev_per_a=4.1 relative_energy_kj_mol=190.59 homo_ev=-8.02 e_lumo_ha=0.03379 smiles=Cc1c[nH]c2ccccc12.CC
C 1.741 2.111 -0.541
C 1.252 3.457 -1.100
H 1.881 1.400 -1.396
H 2.787 2.161 -0.056
H 1.028 1.635 0.196
H 0.937 4.144 -0.257
H 0.294 3.340 -1.562
H 2.130 3.970 -1.493
C 2.475 -1.300 0.126
C -0.050 -0.698 -0.037
C 1.143 -1.045 0.647
C -1.187 -0.681 0.904
C 0.750 -1.091 1.951
C -0.299 -0.429 -1.397
C -1.572 -0.041 -1.809
C -2.688 -0.177 -0.937
C -2.461 -0.552 0.352
N -0.676 -0.948 2.144
H 0.559 -0.113 -2.145
H -1.616 0.251 -2.910
H -3.686 -0.236 -1.276
H 2.815 -0.502 -0.602
H 2.728 -2.196 -0.443
H 1.418 -1.196 2.757
H -1.165 -1.286 2.940
H -3.148 -0.734 1.195
H 3.149 -1.321 1.090

---

# 5
103
Properties=species:S:1:pos:R:3 method="wB97M-V/def2-TZVPD" fmax_ev_per_a=1.9 homo_ev=-2.42 e_lumo_ha=0.04527 total_charge=-1
C -1.577 -0.721 0.511
C -0.431 -0.027 -0.270
C -0.823 0.538 -1.653
C -0.916 -0.502 -2.800
C -1.869 -1.692 -2.609
C -3.388 -1.355 -2.658
C -4.245 -2.210 -1.694
C -5.581 -1.562 -1.223
C -5.484 -0.609 0.017
C -5.728 0.921 -0.287
C -4.396 1.684 -0.590
N -4.515 2.978 -1.262
B -4.818 3.046 -2.624
O -6.023 2.480 -3.248
O -3.988 3.727 -3.618
C -3.014 2.856 -4.169
H -1.813 -0.206 1.460
H -2.491 -0.696 -0.113
H -1.350 -1.780 0.750
H -0.093 0.842 0.341
H 0.474 -0.672 -0.377
H -0.015 1.245 -1.953
H -1.755 1.141 -1.598
H 0.101 -0.902 -2.982
H -1.220 0.055 -3.718
H -1.627 -2.274 -1.695
H -1.678 -2.387 -3.459
H -3.586 -0.280 -2.502
H -3.729 -1.585 -3.692
H -3.656 -2.482 -0.791
H -4.505 -3.172 -2.192
H -6.255 -2.408 -0.961
H -6.077 -1.041 -2.074
H -4.521 -0.750 0.545
H -6.284 -0.903 0.734
H -6.188 1.360 0.618
H -6.421 0.968 -1.145
H -3.739 0.962 -1.125
H -3.895 1.849 0.397
H -5.829 1.647 -3.709
H -3.241 1.777 -4.002
H -1.994 3.087 -3.750
H -2.942 2.995 -5.276
C 1.350 6.130 -1.628
Cl 2.351 5.219 -0.491
Cl 1.714 5.707 -3.311
H 0.308 5.904 -1.436
H 1.554 7.188 -1.506
C 3.076 -2.084 -3.439
Cl 2.934 -1.824 -1.700
Cl 1.552 -2.637 -4.143
H 3.381 -1.144 -3.881
H 3.824 -2.851 -3.619
C 1.251 -3.630 2.483
Cl -0.434 -3.205 2.812
Cl 1.856 -2.810 1.039
H 1.855 -3.326 3.332
H 1.313 -4.702 2.329
C 6.584 -0.545 -0.392
Cl 5.343 -0.924 0.806
Cl 6.200 -1.192 -1.993
H 6.669 0.533 -0.473
H 7.522 -0.981 -0.065
C 1.640 -1.858 6.189
Cl 1.431 -0.847 4.758
Cl 1.883 -3.569 5.791
H 2.515 -1.510 6.728
H 0.752 -1.776 6.807
C 2.414 2.150 -4.917
Cl 3.425 1.302 -3.738
Cl 2.775 1.643 -6.574
H 1.373 1.933 -4.704
H 2.611 3.212 -4.825
C 5.349 0.868 6.012
Cl 4.218 0.725 7.364
Cl 4.783 0.051 4.554
H 5.473 1.921 5.784
H 6.295 0.431 6.314
C 4.778 -3.079 9.210
Cl 3.142 -2.641 9.716
Cl 5.199 -2.361 7.650
H 5.477 -2.716 9.954
H 4.836 -4.159 9.121
C 6.585 -4.222 4.925
Cl 6.365 -3.110 3.573
Cl 6.732 -5.905 4.394
H 7.492 -3.950 5.454
H 5.723 -4.142 5.578
C 0.085 -6.625 -3.871
Cl -0.890 -5.593 -4.925
Cl 0.638 -5.768 -2.431
H -0.521 -7.469 -3.561
H 0.954 -6.961 -4.427
C -6.105 2.438 3.758
Cl -6.914 3.097 2.334
Cl -5.111 1.021 3.398
H -5.463 3.209 4.171
H -6.862 2.146 4.478
C 1.707 9.495 -3.773
Cl 1.600 9.688 -2.015
Cl 0.136 9.154 -4.496
H 2.092 10.418 -4.193
H 2.373 8.666 -3.985

---

# 6
85
Properties=species:S:1:pos:R:3 method="wB97M-V/def2-TZVPD" fmax_ev_per_a=0.3 relative_energy_kj_mol=0.00 homo_ev=-9.65 e_lumo_ha=-0.08938 total_charge=+1
Rh 0.677 0.003 -1.494
N -0.106 -3.922 -2.746
N -1.155 -3.759 -3.646
C -1.759 -2.566 -3.809
N -2.881 -2.559 -4.529
N -1.151 -1.520 -3.234
N -1.769 -0.338 -3.230
O -1.217 0.528 -2.526
O -2.815 -0.078 -3.813
H 0.632 -4.460 -3.179
H -0.436 -4.367 -1.895
H -1.636 -4.574 -3.995
H -3.279 -3.415 -4.873
H -3.352 -1.676 -4.659
O 2.287 2.625 -6.967
C 2.008 2.092 -5.770
C 1.355 2.781 -4.750
C 1.123 2.123 -3.565
N 1.492 0.852 -3.327
C 2.112 0.217 -4.319
Br 2.642 -1.563 -4.015
C 2.397 0.777 -5.547
H 1.978 3.537 -7.021
H 1.029 3.805 -4.875
H 0.611 2.618 -2.751
H 2.907 0.218 -6.316
C 3.334 1.701 -0.862
O 3.418 0.286 -0.646
C 2.345 -0.452 -0.756
C 2.710 -1.858 -0.368
H 3.682 1.925 -1.869
H 3.991 2.160 -0.129
H 2.303 2.026 -0.727
H 3.229 -1.869 0.593
H 3.406 -2.239 -1.119
H 1.837 -2.507 -0.356
C 0.422 -0.668 1.999
P -0.427 -0.563 0.381
C -1.852 0.508 0.753
C -2.833 0.101 1.659
C -3.899 0.932 1.958
C -3.993 2.181 1.355
C -3.018 2.596 0.462
C -1.951 1.761 0.162
C -1.233 -2.209 0.247
C -2.421 -2.316 -0.478
C -3.020 -3.548 -0.687
C -2.439 -4.703 -0.175
C -1.261 -4.611 0.552
C -0.663 -3.372 0.759
P 1.588 0.735 2.330
C 1.972 0.413 4.095
C 2.453 1.482 4.853
C 2.834 1.301 6.172
C 2.751 0.043 6.756
C 2.284 -1.027 6.011
C 1.898 -0.844 4.689
C 0.447 2.155 2.508
C -0.639 2.149 3.383
C -1.454 3.261 3.497
C -1.186 4.401 2.746
C -0.105 4.423 1.881
C 0.707 3.300 1.763
H 1.045 -1.565 1.988
H -0.325 -0.787 2.788
H -2.771 -0.875 2.128
H -4.657 0.608 2.659
H -4.828 2.830 1.586
H -3.085 3.572 -0.001
H -1.183 2.082 -0.532
H -2.901 -1.421 -0.858
H -3.954 -3.604 -1.232
H -2.916 -5.664 -0.319
H -0.813 -5.500 0.976
H 0.250 -3.333 1.337
H 2.519 2.469 4.410
H 3.197 2.144 6.746
H 3.049 -0.099 7.786
H 2.215 -2.010 6.458
H 1.533 -1.699 4.134
H -0.841 1.272 3.988
H -2.296 3.246 4.177
H -1.819 5.273 2.844
H 0.113 5.312 1.304
H 1.559 3.316 1.093

---

Kohn-Sham gap: 8.3 6.4 10.6 8.9 3.7 7.2 (eV)